ORCA calculation (ωB97M-V with the def2-TZVPD basis set) on 16 unconnected molecules or ions with the total composition C66H177N14O30S2 at a distorted geometry.

Structure (XYZ):
```
289
Properties=species:S:1:pos:R:3:forces:R:3
N 0.045 -2.153 2.845 0.3 0.3 -1.5
H -0.336 -2.585 3.675 0.1 -0.5 0.8
H -0.017 -2.725 2.015 -0.2 -1.5 -0.5
H 1.028 -1.920 2.841 0.1 0.1 0.9
H -0.457 -1.347 2.499 -0.9 1.2 0.7
N -0.409 3.625 1.032 0.8 -0.3 0.3
H -1.081 3.699 1.782 -1.5 0.4 0.7
H 0.411 4.094 1.390 0.6 0.8 -0.4
H -0.835 4.009 0.200 0.5 0.4 -0.3
H -0.147 2.650 1.038 0.0 -0.9 -0.9
N -3.704 1.288 2.384 0.1 -0.3 -0.3
H -4.414 0.871 1.801 -0.5 -0.6 -0.1
H -3.859 1.064 3.357 0.1 -0.4 -0.4
H -3.831 2.283 2.268 -0.6 1.3 0.3
H -2.792 1.067 2.010 0.0 -0.5 0.5
S -1.029 0.198 0.849 1.1 0.2 -1.9
O -0.640 -1.058 0.218 0.4 -0.3 -1.3
O 0.132 1.095 0.933 0.8 0.0 -0.8
O -2.133 0.821 0.173 -1.1 1.2 -1.8
O -1.458 -0.107 2.171 -0.8 -0.9 4.1
S -3.513 4.566 2.663 -1.5 1.6 1.1
O -3.657 5.287 3.902 0.6 0.9 2.2
O -2.302 3.761 2.631 2.0 -1.1 0.6
O -4.605 3.612 2.604 -2.2 -1.0 -1.0
O -3.544 5.527 1.576 -0.2 0.6 -1.3
C 4.328 8.065 3.308 0.2 1.0 0.8
O 3.493 6.985 3.131 -1.5 0.5 0.4
C 4.053 5.897 2.527 0.8 -1.5 -0.7
C 3.017 4.786 2.469 0.7 -1.0 0.2
N 1.840 5.013 1.666 0.5 2.0 -2.1
C 2.184 5.346 0.198 0.8 -1.9 -0.5
C 2.894 4.160 -0.574 -0.1 0.4 0.2
O 1.983 3.101 -0.705 -1.3 -0.1 -0.3
C 2.416 1.781 -1.057 0.4 0.9 1.4
H 5.216 7.808 3.885 0.5 -0.3 -0.3
H 3.821 8.774 3.962 -0.3 0.1 -0.2
H 4.581 8.578 2.380 0.2 -0.1 -0.2
H 4.916 5.543 3.090 0.2 -0.2 0.4
H 4.464 6.133 1.546 -0.1 0.2 -0.4
H 2.765 4.556 3.504 -0.6 0.3 0.1
H 3.406 3.825 2.135 0.7 0.2 -0.2
H 1.522 5.929 1.950 -0.8 0.1 0.5
H 2.734 6.280 0.081 0.6 -0.1 0.3
H 1.359 5.529 -0.491 -1.0 -0.2 0.9
H 3.844 3.852 -0.137 0.1 -0.2 0.5
H 3.152 4.479 -1.585 0.1 0.6 -0.2
H 3.280 1.794 -1.722 0.0 0.1 -0.1
H 1.609 1.164 -1.453 -0.2 0.5 -0.1
H 2.645 1.365 -0.076 0.5 -0.7 -0.2
C -1.700 3.565 -4.481 0.1 -0.2 -0.2
O -2.142 4.216 -3.321 -0.8 -0.3 -1.4
C -1.971 3.455 -2.178 0.1 0.7 2.0
C -2.660 4.162 -0.996 1.0 0.0 -0.5
N -1.971 5.368 -0.496 0.0 0.6 -2.0
C -2.209 6.624 -1.297 0.0 -1.6 0.4
C -1.361 7.713 -0.681 -0.6 0.5 -1.0
O -1.665 8.966 -1.356 0.0 -0.9 0.4
C -0.640 9.881 -1.180 0.5 0.5 0.3
H -0.640 3.322 -4.416 0.5 0.7 -0.2
H -1.975 4.171 -5.344 0.4 0.1 0.1
H -2.090 2.564 -4.668 -0.9 -0.2 0.4
H -0.899 3.380 -1.994 0.4 -0.2 0.3
H -2.360 2.437 -2.142 -0.3 -0.3 -0.9
H -2.617 3.432 -0.189 -0.4 0.0 0.2
H -3.703 4.346 -1.252 -0.3 0.0 0.0
H -2.479 5.542 0.359 -0.1 0.1 1.0
H -3.272 6.864 -1.283 -0.2 0.3 0.2
H -1.957 6.442 -2.342 0.2 0.2 0.1
H -0.319 7.455 -0.868 0.3 0.1 0.1
H -1.545 7.801 0.390 0.0 0.0 0.1
H 0.326 9.457 -1.454 0.2 0.0 -0.5
H -0.493 10.189 -0.145 -0.3 0.0 0.5
H -0.836 10.796 -1.740 -0.1 -0.2 -0.2
C 8.912 -4.416 0.475 -0.4 1.6 -0.6
O 8.028 -3.702 1.327 0.1 -1.0 0.8
C 6.678 -4.101 1.353 -1.3 1.3 -1.2
C 5.913 -3.579 0.104 0.9 0.2 -0.3
N 5.783 -2.136 0.030 -1.2 1.4 0.0
C 5.015 -1.673 -1.165 0.6 -0.1 0.8
C 5.125 -0.153 -1.343 0.8 -0.7 1.0
O 6.484 0.280 -1.388 0.4 0.8 -0.6
C 7.203 -0.111 -2.544 -0.1 -1.5 0.2
H 9.702 -3.676 0.350 0.4 -0.4 -0.1
H 8.432 -4.502 -0.500 0.1 -0.4 -0.2
H 9.322 -5.375 0.793 -0.3 0.0 0.5
H 6.219 -3.606 2.208 0.2 0.1 0.2
H 6.407 -5.154 1.439 0.9 -0.5 0.1
H 4.958 -4.102 0.065 -0.3 0.4 0.0
H 6.433 -3.796 -0.829 0.3 -1.2 -0.2
H 6.666 -1.666 -0.113 0.6 -0.3 0.6
H 3.979 -1.964 -0.993 -0.2 0.0 -0.4
H 5.433 -2.114 -2.071 -0.4 -0.5 -0.3
H 4.782 0.321 -0.423 -0.5 0.2 -0.3
H 4.599 0.158 -2.246 -0.2 0.1 0.0
H 8.142 0.409 -2.735 -0.3 0.6 0.5
H 6.626 -0.136 -3.469 -0.4 0.4 0.0
H 7.483 -1.152 -2.383 0.3 -0.4 -0.2
C 1.413 -3.909 -4.534 0.7 0.8 -0.6
O 2.730 -3.764 -5.078 0.0 -1.5 0.4
C 3.284 -2.492 -4.920 0.1 0.1 -0.6
C 4.731 -2.496 -5.420 -1.0 0.8 0.9
N 5.528 -3.205 -4.437 1.0 0.2 -0.3
C 6.951 -3.242 -4.839 -0.5 -1.7 0.4
C 7.742 -4.263 -3.959 0.3 1.4 -1.3
O 9.129 -4.199 -4.375 -0.6 -0.1 1.6
C 9.971 -4.891 -3.428 -0.5 -0.6 -1.8
H 1.089 -4.949 -4.535 0.3 0.1 -0.2
H 0.791 -3.305 -5.194 -0.7 0.0 0.2
H 1.376 -3.519 -3.516 -0.1 0.0 0.1
H 3.273 -2.207 -3.867 0.1 0.2 0.3
H 2.687 -1.774 -5.482 -0.1 0.3 -0.2
H 5.011 -1.444 -5.464 0.3 0.1 0.1
H 4.807 -2.856 -6.446 0.0 -0.3 -0.1
H 5.153 -4.143 -4.426 0.1 -0.3 0.2
H 7.362 -2.232 -4.868 0.1 -0.1 0.3
H 7.002 -3.690 -5.831 0.3 0.4 -0.5
H 7.364 -5.257 -4.198 -0.1 -0.2 0.2
H 7.597 -4.048 -2.900 0.2 0.0 0.2
H 10.923 -4.986 -3.951 0.3 0.6 0.6
H 9.660 -5.934 -3.376 -0.4 -0.2 0.3
H 9.977 -4.474 -2.421 0.2 0.3 -0.2
C -3.801 -2.789 2.362 -0.8 1.1 1.2
O -4.615 -1.960 1.581 0.1 -0.2 -0.1
C -4.171 -1.855 0.253 -0.6 -1.1 -0.2
C -5.130 -0.948 -0.468 -0.3 0.6 -0.3
N -5.048 0.398 0.062 0.4 0.1 0.4
C -5.529 1.481 -0.792 -0.3 -0.3 0.3
C -7.071 1.417 -1.013 2.3 -1.0 2.0
O -7.516 2.234 -1.979 -0.7 2.2 -2.6
C -7.024 3.590 -2.024 0.2 -0.7 -0.4
H -3.670 -3.823 2.046 0.1 0.0 -0.6
H -4.375 -2.826 3.288 0.3 -0.3 0.4
H -2.885 -2.233 2.566 0.5 -0.4 -0.1
H -4.206 -2.861 -0.165 -0.3 -0.3 -0.5
H -3.112 -1.622 0.145 0.1 0.8 0.3
H -6.169 -1.255 -0.347 0.1 -0.7 -0.4
H -4.799 -0.907 -1.506 -0.3 -0.4 -0.6
H -4.041 0.469 0.067 0.5 0.9 0.3
H -4.918 1.493 -1.695 -0.4 0.0 -0.8
H -5.307 2.426 -0.296 0.1 0.0 0.2
H -7.502 1.670 -0.045 -0.2 -0.1 0.4
H -7.345 0.391 -1.259 -0.2 0.0 -0.1
H -7.414 4.210 -1.216 -0.1 0.0 0.0
H -7.277 3.984 -3.008 -0.6 0.0 0.2
H -5.937 3.662 -2.032 0.1 -0.3 0.4
C 1.275 -6.614 5.628 -1.4 0.4 -0.4
O 0.086 -5.819 5.739 0.3 0.2 0.3
C -0.639 -5.690 4.533 0.1 -0.2 -0.4
C -1.699 -4.643 4.699 0.5 0.6 1.1
N -1.001 -3.392 5.103 0.6 -2.0 -1.5
C -1.813 -2.316 5.496 -0.7 1.6 2.0
C -0.951 -1.119 5.959 0.8 -0.3 0.0
O -0.419 -1.362 7.270 0.2 -0.5 0.4
C 0.612 -0.467 7.735 -1.4 0.2 -0.7
H 1.849 -6.159 4.821 0.5 -0.5 0.0
H 0.920 -7.621 5.410 0.5 -0.3 -0.3
H 1.820 -6.637 6.572 -0.2 0.3 -0.1
H -1.069 -6.632 4.192 -0.2 -0.4 0.3
H -0.048 -5.359 3.680 0.8 0.1 0.0
H -2.350 -4.918 5.530 -0.5 -0.3 -0.1
H -2.242 -4.588 3.756 -0.1 0.4 0.1
H -0.397 -3.705 5.850 0.2 0.4 0.3
H -2.370 -2.606 6.387 -0.7 0.1 0.2
H -2.537 -2.016 4.738 0.3 0.1 -0.2
H -1.471 -0.162 5.934 -0.2 -0.1 -0.1
H -0.095 -1.079 5.286 0.1 0.4 -0.3
H 0.162 0.515 7.887 0.0 0.3 0.0
H 1.402 -0.335 6.995 0.2 -0.2 0.0
H 0.985 -0.791 8.707 0.0 -0.4 -0.3
C -0.637 -0.635 -2.983 0.3 0.3 -0.6
O -0.618 -0.111 -4.320 -0.5 0.7 -0.3
C 0.491 0.719 -4.676 0.8 -1.7 0.4
C 0.450 1.076 -6.178 0.0 1.7 0.2
N 1.630 1.773 -6.795 -1.2 -0.9 0.3
C 2.857 1.040 -6.779 1.2 -0.8 -0.6
C 3.036 0.028 -7.970 0.9 0.2 0.2
O 4.325 -0.664 -7.886 -0.9 0.1 0.3
C 4.572 -1.518 -9.008 -0.2 0.7 0.5
H 0.120 -1.417 -2.909 0.2 -0.2 0.2
H -1.620 -1.071 -2.806 0.0 0.0 -0.1
H -0.468 0.108 -2.205 0.0 0.2 -0.1
H 1.370 0.106 -4.475 0.6 -0.1 0.0
H 0.601 1.565 -3.999 -0.3 0.4 -0.2
H -0.367 1.795 -6.240 -0.2 -0.1 -0.5
H 0.201 0.220 -6.806 0.0 -0.1 0.3
H 1.802 2.725 -6.503 -0.5 -0.2 0.3
H 2.973 0.453 -5.868 0.2 -0.2 0.2
H 3.655 1.783 -6.761 0.3 -0.2 -0.3
H 3.025 0.490 -8.957 -0.2 0.5 0.0
H 2.192 -0.661 -7.940 0.0 -0.4 0.0
H 3.967 -2.424 -9.001 -0.4 0.1 0.0
H 5.606 -1.863 -9.000 0.1 0.4 0.2
H 4.391 -0.919 -9.901 0.0 -0.3 -0.4
C -5.222 -0.609 5.508 0.4 0.1 -1.1
O -4.392 0.288 4.758 0.0 -1.5 1.3
C -3.754 1.283 5.519 -0.5 1.4 0.3
C -4.728 2.460 5.779 0.9 0.3 0.4
N -3.966 3.573 6.356 -0.7 0.3 1.1
C -4.795 4.574 7.106 0.2 -1.1 -1.4
C -3.895 5.425 7.970 0.4 0.0 -0.4
O -4.667 6.389 8.601 -0.9 0.5 1.7
C -3.917 7.168 9.526 -0.7 -0.1 -0.7
H -6.111 -0.084 5.858 -0.2 -0.3 -0.1
H -4.736 -1.132 6.332 0.5 0.5 0.3
H -5.405 -1.412 4.793 -0.8 0.1 0.0
H -2.899 1.616 4.930 0.0 0.3 -0.1
H -3.322 0.944 6.460 -0.2 -0.4 0.2
H -5.483 2.163 6.507 -0.1 -0.2 0.0
H -5.210 2.752 4.845 -0.1 -0.1 -0.2
H -3.586 4.098 5.582 0.2 0.3 -0.5
H -5.568 4.082 7.697 0.4 -0.4 0.6
H -5.444 5.114 6.416 0.4 0.8 -0.3
H -3.086 5.985 7.501 0.1 -0.3 -1.1
H -3.353 4.767 8.649 -0.2 -0.3 0.6
H -3.281 6.544 10.154 0.3 0.0 -0.1
H -4.599 7.712 10.180 -0.2 -0.1 -0.1
H -3.360 7.903 8.945 0.5 0.1 0.2
C -2.858 -4.927 -3.268 0.2 -0.6 0.6
O -2.500 -5.076 -1.910 -0.5 -0.2 0.7
C -1.275 -4.485 -1.538 -0.5 0.4 -0.1
C -1.133 -4.356 0.000 0.5 -1.6 -1.1
N 0.000 -3.526 0.405 0.2 -1.7 -0.2
C 1.295 -3.885 -0.224 0.2 0.0 0.6
C 1.870 -5.308 0.122 -1.1 0.4 -1.2
O 1.279 -6.322 -0.721 0.0 0.2 0.6
C 1.661 -7.686 -0.442 -0.6 1.7 -0.5
H -2.935 -3.891 -3.601 -0.2 0.1 0.2
H -3.798 -5.474 -3.341 -0.1 0.4 -0.4
H -2.128 -5.427 -3.904 0.2 -0.1 -0.3
H -1.257 -3.523 -2.052 0.5 0.5 0.1
H -0.465 -5.125 -1.885 0.3 0.2 -0.2
H -0.911 -5.386 0.280 0.0 -0.2 0.4
H -2.082 -4.154 0.498 0.2 0.8 -0.1
H -0.259 -2.578 0.171 0.3 0.6 -0.2
H 2.055 -3.187 0.128 0.0 0.1 0.8
H 1.316 -3.581 -1.271 -0.2 -0.9 -0.6
H 1.681 -5.491 1.180 -0.3 -0.2 0.2
H 2.951 -5.338 -0.013 0.2 0.2 -0.2
H 1.108 -8.265 -1.181 0.3 -0.1 0.0
H 1.306 -7.997 0.541 0.3 0.0 0.3
H 2.740 -7.732 -0.586 0.1 -0.6 0.2
C -0.537 3.570 5.832 0.5 -0.4 0.0
O 0.659 2.925 5.352 -0.1 0.4 -0.1
C 0.462 1.952 4.334 0.1 0.1 0.3
C 1.833 1.443 3.855 -1.1 -0.2 0.9
N 1.645 0.290 3.001 1.5 -0.7 0.6
C 2.984 -0.203 2.563 -1.4 0.3 0.0
C 3.453 -1.462 3.302 -0.2 1.4 -0.2
O 2.609 -2.557 2.955 1.2 -0.1 0.0
C 3.046 -3.758 3.565 -0.3 -0.1 -0.7
H -1.101 4.075 5.047 0.1 0.0 -0.2
H -0.223 4.279 6.598 0.1 0.1 -0.2
H -1.203 2.877 6.345 -0.1 -0.3 -0.1
H -0.158 2.313 3.514 0.0 0.3 -0.1
H -0.089 1.112 4.757 0.0 -0.2 0.0
H 2.355 1.130 4.760 0.3 0.1 0.1
H 2.422 2.216 3.361 0.0 0.4 0.0
H 1.051 0.605 2.247 0.1 -0.3 -0.7
H 3.650 0.653 2.675 0.8 -0.3 0.3
H 3.024 -0.424 1.496 -0.4 -0.2 -0.2
H 3.397 -1.307 4.380 0.1 0.0 0.2
H 4.495 -1.567 3.002 0.2 -0.7 0.0
H 3.082 -3.672 4.651 0.3 0.0 0.1
H 3.988 -4.063 3.109 0.4 0.1 0.4
H 2.365 -4.569 3.305 -0.4 0.2 0.0
C -2.610 -4.163 -6.924 0.0 -1.3 -0.2
O -3.357 -3.502 -5.948 -0.4 0.3 -0.1
C -2.807 -2.223 -5.671 0.2 0.2 -0.6
C -3.710 -1.317 -4.844 2.3 0.3 -0.2
N -4.981 -1.163 -5.426 -1.3 -0.8 0.0
C -5.807 -0.392 -4.527 -1.7 -0.1 0.6
C -7.338 -0.520 -4.896 1.0 0.6 -0.6
O -7.567 -1.823 -5.394 -1.4 -1.2 -0.3
C -8.965 -2.119 -5.730 1.2 0.3 0.4
H -3.241 -4.885 -7.444 -0.3 0.1 0.1
H -1.819 -4.770 -6.482 0.4 0.0 0.3
H -2.138 -3.571 -7.708 -0.2 0.7 0.2
H -2.655 -1.751 -6.642 0.0 0.4 -0.1
H -1.809 -2.356 -5.256 0.1 0.2 0.5
H -3.239 -0.335 -4.890 0.5 0.1 0.4
H -3.740 -1.617 -3.797 0.0 -0.2 0.4
H -5.347 -2.102 -5.363 -0.7 -0.2 -0.7
H -5.439 0.633 -4.470 -0.4 0.3 -0.4
H -5.715 -0.709 -3.488 0.1 -0.5 0.3
H -7.532 0.233 -5.660 -0.2 0.0 -0.4
H -8.024 -0.297 -4.079 0.3 0.0 0.4
H -9.597 -1.827 -4.891 -0.2 0.5 -0.2
H -9.195 -3.174 -5.882 1.0 -0.3 0.4
H -9.228 -1.709 -6.705 -0.1 0.8 0.2
```
Positions in Å, forces in eV/Å.

Properties
- Total charge: -1
- HOMO level: -5.0 eV
- Energy relative to the best compared isomer or geometry (same formula, charge and spin): 25.2 kcal per mole
- Lowest unoccupied orbital energy: 1.45 eV

Atom charges from the Mulliken analysis, given in e for atoms 1 to 6:
1. N 3.144
2. H 0.685
3. H 0.730
4. H -0.487
5. H -0.638
6. N 2.062